24
Properties=species:S:1:pos:R:3:forces:R:3 method="wB97M-V/def2-TZVPD" smiles=CC(C)[C@@H](N)CN.O molar_mass_g_mol=120.2 relative_energy_kj_mol=70.9 total_energy_ha=-384.8311 homo_lumo_gap_ev=9.37 e_homo_ev=-8.76
N 0.001 -1.425 1.147 0.02 -0.80 0.58
C -0.668 -0.232 0.686 0.92 -0.04 -0.27
C -0.943 -0.222 -0.821 -0.68 1.45 -1.06
C 0.281 -0.313 -1.748 -0.34 1.11 0.12
C -1.707 1.070 -1.219 -0.12 -0.08 0.84
C 0.168 0.958 1.209 -0.86 -0.20 -0.89
N -0.280 1.478 2.489 0.59 -0.16 0.82
H -0.407 -2.279 0.794 -0.07 -0.02 -0.04
H 0.996 -1.454 0.972 -0.09 0.12 -0.28
H -1.644 -0.228 1.160 -0.33 0.27 0.18
H -1.724 -0.969 -1.000 0.59 -0.60 -0.09
H 0.548 0.712 -2.041 0.17 0.08 0.44
H 1.140 -0.707 -1.224 0.01 -0.56 -0.35
H 0.059 -0.700 -2.740 0.07 -0.88 0.23
H -2.576 1.129 -0.553 -0.18 0.25 -0.35
H -1.128 1.984 -1.066 0.09 -0.15 0.02
H -2.017 1.081 -2.262 -0.15 -0.24 -0.02
H 1.197 0.606 1.236 0.18 0.23 0.30
H 0.136 1.761 0.474 0.05 0.12 0.01
H -1.233 1.210 2.689 -0.24 0.07 -0.29
H 0.240 1.024 3.233 0.07 0.12 -0.02
H 2.952 -1.453 -1.222 0.02 -0.08 0.05
H 3.709 -1.333 0.098 -0.15 -0.13 -0.05
O 2.901 -1.696 -0.291 0.41 0.12 0.10